No. 1
Molecular formula: C3H12N4
Method: DFT, ωB97M-V with the def2-TZVPD basis set

Values from the calculation:
SMILES string ... C/N=C/N.NCN
E_HOMO ... -8.740 eV
Energy relative to the best compared isomer or geometry (same formula, charge and spin) ... 1.180 eV
Maximum force ... 0.0564 Eh/bohr

Geometry as XYZ:
```
19
Properties=species:S:1:pos:R:3:forces:R:3
C -1.339 0.837 0.603 1.5240 0.3029 -0.0408
N -2.420 -0.044 1.072 0.3806 -0.0179 0.2331
N -1.544 1.252 -0.770 0.2104 0.0288 -0.3476
H -2.140 -1.015 1.048 -0.1467 -0.1106 0.2001
H -1.424 0.456 -1.390 -0.0869 0.1657 -0.0206
H -2.695 0.183 2.023 0.1301 -0.1894 -0.1420
H -2.486 1.610 -0.906 0.1132 -0.1698 0.0521
H -1.380 1.751 1.208 0.0362 -0.1833 0.0165
H -0.204 0.449 0.654 -2.8454 0.5272 0.2200
C 2.654 0.445 0.364 0.0607 0.1220 -0.2592
N 0.152 -1.812 -0.899 -1.1392 -0.3122 0.7001
C 1.285 -1.083 -0.769 0.1697 1.7628 -0.0565
N 1.440 -0.312 0.233 0.5648 -1.1852 -0.2332
H -0.579 -1.540 -0.221 0.6360 -0.5066 -0.8041
H -0.145 -2.088 -1.818 -0.0531 0.0067 0.0396
H 1.928 -1.050 -1.661 0.2096 -0.3611 0.3122
H 3.303 0.370 -0.520 0.0385 0.0236 0.0523
H 2.390 1.495 0.510 0.1419 -0.0106 0.0700
H 3.206 0.097 1.238 0.0555 0.1070 0.0079
```
Positions in Å, forces in eV/Å.

No. 2
Molecular formula: C9H8HgN2O4
Method: DFT, ωB97M-V with the def2-TZVPD basis set

Values from the calculation:
E_HOMO ... -16.448 eV
Net charge ... +2
Maximum force ... 0.2218 Eh/bohr

Geometry as XYZ:
```
24
Properties=species:S:1:pos:R:3:forces:R:3
Hg -0.449 -0.147 -1.951 -0.9544 -0.5318 1.3931
O -0.964 2.994 -2.091 1.1417 -6.5276 0.1938
C -0.768 1.837 -2.065 -2.0960 11.1987 -0.5627
C 1.467 -0.818 -2.079 10.1889 -3.8457 -0.4810
O 2.565 -1.220 -2.089 -5.8493 2.2092 0.1861
C -1.949 -1.412 -2.065 -8.6592 -7.2654 -0.0434
O -2.841 -2.172 -2.092 5.1529 4.3889 0.1215
C -0.421 -0.139 -4.105 0.2473 0.2160 -6.5562
O -0.416 -0.133 -5.232 -0.0622 -0.0702 1.6683
C 0.456 2.080 3.012 0.1336 -0.1191 0.4841
C 0.334 1.055 1.982 0.1340 -0.3465 1.2885
C 0.356 -0.310 2.118 0.1591 -1.3465 1.1882
C 0.159 -0.898 0.878 0.2763 1.4985 1.5073
N 0.040 0.124 0.058 0.0834 0.8120 -0.7795
N 0.142 1.304 0.705 -0.2174 0.1032 -0.9990
C 0.083 -2.330 0.518 0.0568 -0.0034 0.9591
H -0.339 1.919 3.738 0.0233 0.2114 0.1517
H 1.414 1.945 3.511 0.0015 0.2351 0.1500
H 0.384 3.065 2.590 0.0095 0.5462 0.0034
H 0.483 -0.875 3.021 0.0712 0.1555 0.3531
H 0.061 2.219 0.231 0.1691 -0.9973 0.6169
H 1.016 -2.802 0.841 -0.1939 -0.1649 -0.1760
H -0.739 -2.771 1.096 0.1971 -0.1267 -0.2337
H -0.075 -2.515 -0.529 -0.0133 -0.2296 -0.4337
```
Positions in Å, forces in eV/Å.

No. 3
Molecular formula: C5H9NO
Method: DFT, ωB97M-V with the def2-TZVPD basis set

Values from the calculation:
E_HOMO (spin up / spin down) ... -8.080 / -8.080 eV
Energy relative to the best compared isomer or geometry (same formula, charge and spin) ... 6.734 eV
Maximum force ... 0.0144 Eh/bohr

Geometry as XYZ:
```
16
Properties=species:S:1:pos:R:3:forces:R:3
C -1.100 -0.199 1.211 0.0952 0.0630 0.0257
C -0.308 0.056 0.074 -0.1948 -0.1832 0.0041
C 0.195 -1.072 -0.696 -0.1610 -0.1957 -0.0600
C -0.367 1.353 -0.714 -0.2837 0.0619 -0.0788
O 1.075 1.520 -0.723 0.1668 -0.0276 -0.0091
C 1.314 0.429 0.059 0.5496 0.1119 0.4848
N 2.315 0.081 0.724 -0.3030 0.1596 -0.3114
H -0.831 -1.047 1.837 -0.0646 0.0931 -0.1267
H -1.557 0.637 1.737 0.0638 -0.1322 -0.1057
H -1.872 -1.378 0.133 0.0675 0.0420 0.0121
H 0.680 -1.885 -0.167 -0.0867 0.1442 -0.0426
H -1.447 -1.772 -0.497 0.0651 0.0136 -0.0110
H 0.441 -0.960 -1.749 -0.0332 0.0244 0.1520
H -0.844 2.171 -0.168 0.0866 -0.1366 -0.0610
H -0.749 1.286 -1.737 0.0283 0.0011 0.1442
H 3.055 0.781 0.676 0.0039 -0.0395 -0.0165
```
Positions in Å, forces in eV/Å.

No. 4
Molecular formula: C4H9N2
Method: DFT, ωB97M-V with the def2-TZVPD basis set

Values from the calculation:
E_HOMO (spin up / spin down) ... -12.023 / -12.023 eV
Net charge ... +1
Energy relative to the best compared isomer or geometry (same formula, charge and spin) ... 4.872 eV
Maximum force ... 0.1008 Eh/bohr

Geometry as XYZ:
```
15
Properties=species:S:1:pos:R:3:forces:R:3
C -1.887 0.817 -0.266 -1.1871 2.0689 1.5820
C 1.256 0.274 -0.281 -4.4832 2.0307 0.5530
C -1.108 -0.316 -0.442 -0.1071 -2.0675 -1.9404
C 2.603 -0.056 -0.019 3.2074 -2.8413 0.2464
N 0.167 -0.448 0.003 4.6928 -2.1127 -0.5985
N -2.273 -0.449 0.486 1.0359 -0.6825 2.7153
H -1.514 1.569 0.427 -0.1480 0.2286 0.2700
H -2.638 1.234 -0.927 0.0759 -0.3798 -0.3157
H 0.978 1.219 -0.718 0.2895 0.4869 -0.1064
H 2.891 -0.336 1.064 -0.6898 0.7509 -1.4940
H 3.360 0.656 -0.448 -1.0072 -0.6444 0.5334
H 2.738 -1.055 -0.568 0.4404 1.1069 0.5753
H 0.569 -1.437 -0.012 -1.5402 0.9906 1.0086
H -2.166 -0.606 1.571 -0.0969 1.1057 -2.6833
H -2.975 -1.068 0.130 -0.4823 -0.0412 -0.3456
```
Positions in Å, forces in eV/Å.

No. 5
Molecular formula: C6H19NO5
Method: DFT, ωB97M-V with the def2-TZVPD basis set

Values from the calculation:
⟨S²⟩ ... 0.76
E_HOMO (spin up / spin down) ... -13.904 / -13.888 eV
Net charge ... +1
Spin multiplicity ... 2
Energy relative to the best compared isomer or geometry (same formula, charge and spin) ... 0.000 eV
Maximum force ... 0.1587 Eh/bohr

Geometry as XYZ:
```
31
Properties=species:S:1:pos:R:3:forces:R:3
C 1.538 0.379 0.072 -0.7006 -0.7529 0.2301
C 2.097 -0.735 -0.594 -1.9748 -0.1325 0.4236
N 1.091 -1.671 -0.768 -0.4848 1.1136 0.7613
C -0.104 -1.184 -0.190 1.2470 -2.2166 -1.4674
C 0.178 0.086 0.333 1.7874 1.8691 -0.0472
C -0.794 0.987 0.949 -0.3417 2.0146 0.4790
C -1.345 -1.958 -0.211 -0.7114 -0.6763 -1.2849
H 2.077 1.268 0.365 -0.0585 -0.0655 0.0391
H 3.083 -0.906 -0.946 0.6529 -0.1400 -0.2395
H 1.217 -2.586 -1.179 -0.1203 0.0189 0.0100
H -1.577 0.466 1.428 -1.0825 -0.8689 0.3237
H -0.383 1.629 1.763 0.2124 -0.3771 -0.8274
H -1.328 1.683 0.233 0.7788 -0.8228 0.4662
H -2.215 -1.338 -0.517 0.3740 0.0954 0.3509
H -1.588 -2.353 0.772 -0.0071 0.0360 0.3672
H -1.341 -2.830 -0.922 0.3975 0.8231 0.7139
H 0.925 -0.844 3.356 0.8654 -0.6728 -0.5507
H 1.330 -1.327 1.921 0.2481 -0.0171 1.1953
O 1.635 -1.324 2.856 -1.5767 0.2362 -0.2951
H 3.930 0.165 1.737 0.4760 0.0001 -0.1475
H 2.930 -0.238 2.793 0.3112 0.1660 0.1947
O 3.623 0.424 2.605 -0.2441 0.1764 -0.1154
H 0.330 0.372 -2.187 -0.2267 -1.0413 -0.2312
H 0.929 1.659 -1.849 -0.2501 0.3309 -0.6451
O 0.361 1.254 -2.530 0.7356 0.7159 0.4187
H -3.007 0.981 -1.135 1.0805 1.6122 -1.7277
H -4.483 0.668 -0.840 2.0394 -0.4200 0.6115
O -3.531 0.489 -0.551 -3.3112 -1.3522 1.2098
H -2.120 2.936 -2.168 0.2885 8.1267 0.6632
H -1.282 1.763 -2.350 0.6261 -0.0744 -0.4046
O -2.177 2.087 -2.247 -1.0303 -7.7045 -0.4746
```
Positions in Å, forces in eV/Å.

No. 6
Molecular formula: C11H25ClINO6PSSi
Method: DFT, ωB97M-V with the def2-TZVPD basis set

Values from the calculation:
E_HOMO ... -3.896 eV
Net charge ... -1
Maximum force ... 0.0849 Eh/bohr

Geometry as XYZ:
```
48
Properties=species:S:1:pos:R:3:forces:R:3
C 2.219 -0.884 2.703 0.1641 0.3777 -0.0709
Si 1.531 0.258 1.342 -0.0051 -0.8020 -0.3202
C 1.732 -0.435 -0.414 0.9787 -0.1406 0.6985
C 2.567 1.857 1.429 -0.8197 -0.3752 -0.1450
P -0.614 0.752 1.919 2.4317 2.2689 0.3907
C -2.195 1.628 2.657 -0.7921 0.2377 -0.3483
C -2.151 1.854 4.125 -0.7670 1.3547 -3.4762
O -1.868 1.110 4.937 0.9809 -2.6135 3.3589
I -2.758 3.886 4.783 -0.1501 0.6056 0.1072
O -1.100 -0.863 2.413 -0.2969 -0.0718 -0.3313
C -1.642 -1.587 1.421 -1.5608 0.0264 0.5233
Cl -0.567 -2.943 0.826 0.1907 0.1188 -0.3026
C -2.126 -0.620 0.276 2.0941 -0.9750 -0.3275
S -3.941 -0.273 0.260 -0.9885 0.9682 -0.8942
C -4.674 -0.833 1.802 0.4589 -0.3245 0.3890
O -4.076 1.144 0.150 0.2922 1.2177 1.0141
O -4.611 -0.913 -0.842 0.2462 -1.7314 0.0077
O -1.323 0.481 0.336 -1.3613 -0.0875 0.6506
H 3.309 -0.848 2.787 0.0448 -0.1655 -0.1897
H 1.879 -1.914 2.600 0.0118 -0.0298 0.0105
H 1.851 -0.485 3.652 -0.1585 -0.1081 0.0291
H 2.771 -0.262 -0.722 -0.0005 -0.0273 -0.0429
H 1.139 0.121 -1.118 -0.3913 -0.0043 -0.0579
H 1.565 -1.509 -0.505 -0.2699 0.0350 0.0848
H 2.387 2.452 0.533 0.0681 0.0316 -0.0306
H 2.215 2.435 2.287 0.3108 0.0640 0.0935
H 3.625 1.601 1.492 0.0378 0.1432 0.1579
H -0.284 2.076 1.395 -0.0115 -0.0081 0.3885
H -0.022 0.966 3.231 0.0253 0.0053 -0.0553
H -2.279 2.580 2.148 -0.0576 0.0441 -0.1455
H -3.134 1.107 2.455 -0.0095 0.1026 0.2149
H -2.472 -2.159 1.833 -0.0709 -0.2395 -0.1947
H -1.904 -1.061 -0.699 -0.7557 -0.3975 -0.0720
H -4.969 -1.877 1.740 0.0336 -0.0704 -0.2324
H -3.933 -0.735 2.595 0.0023 0.0349 0.0251
H -5.535 -0.228 2.071 0.0000 0.2399 -0.4052
C 2.504 0.774 -4.017 0.0012 0.1379 0.0683
O 2.021 0.885 -2.911 0.1043 0.2127 -0.5802
N 2.465 -0.355 -4.759 0.0978 0.0287 -0.1817
C 3.058 -0.438 -6.076 -0.1745 -0.1768 0.2336
C 1.798 -1.522 -4.203 0.0076 0.1845 0.1536
H 3.031 1.607 -4.520 0.0074 -0.0644 -0.0311
H 2.289 -0.685 -6.812 0.1029 0.0070 -0.1063
H 3.825 -1.216 -6.087 0.0269 0.0321 -0.1413
H 3.514 0.513 -6.346 -0.0169 0.0172 0.0472
H 0.756 -1.283 -3.989 0.0042 -0.0929 0.0608
H 2.281 -1.810 -3.268 -0.1024 -0.0463 0.0253
H 1.846 -2.349 -4.909 0.0362 0.0560 -0.0501
```
Positions in Å, forces in eV/Å.